C8H14N3O2P | ωB97M-V/def2-TZVPD

Values from the calculation:
- energy above the lowest of the compared OMol25 structures with the same formula, charge and spin (eV) = 0.971
- frontier orbital gap (eV) = 9.719
- E_HOMO (eV) = -9.25
- SMILES string = C[C@@]1(Pn2cncn2)C[C@@H](CO)CO1
- LUMO level (eV) = 0.5

Bonds (Å) are listed after each position.
Cartesian coordinates (Å):
1 P 1.2939 -1.4665 -1.5398  N5 1.948, C8 1.967, H26 1.498
2 O 0.7715 -0.1228 0.7106  C8 1.403, C9 1.446
3 O -1.5015 3.9418 -0.0518  C12 1.407, H15 0.942
4 N 4.1726 -2.2384 1.2246  C13 1.363, C14 1.286
5 N 2.5274 -1.9955 -0.1279  P1 1.948, N6 1.360, C14 1.354
6 N 2.7752 -3.3325 -0.1469  N5 1.360, C13 1.346
7 C -0.6000 0.6317 -0.9831  C8 1.503, C10 1.620, H24 1.066, H27 1.072
8 C -0.0118 -0.5985 -0.3515  P1 1.967, O2 1.403, C7 1.503, C11 1.575
9 C -0.0549 0.8759 1.3522  O2 1.446, C10 1.542, H23 1.055, H25 1.042
10 C -0.4358 1.7716 0.1558  C7 1.620, C9 1.542, C12 1.511, H19 1.040
11 C -0.9780 -1.6817 0.2599  C8 1.575, H16 1.046, H20 1.147, H28 1.085
12 C -1.6738 2.6112 0.3708  O3 1.407, C10 1.511, H17 1.153, H22 1.113
13 C 3.7974 -3.4486 0.7208  N4 1.363, N6 1.346, H18 1.042
14 C 3.4455 -1.3570 0.6357  N4 1.286, N5 1.354, H21 1.087
15 H -1.2142 3.8803 -0.9470  O3 0.942
16 H -0.3427 -2.4795 0.4923  C11 1.046
17 H -2.5506 2.0957 -0.1723  C12 1.153
18 H 4.2778 -4.3714 0.7839  C13 1.042
19 H 0.3102 2.4833 0.0195  C10 1.040
20 H -1.9288 -1.8545 -0.3574  C11 1.147
21 H 3.2773 -0.3112 0.8799  C14 1.087
22 H -1.9226 2.8607 1.4265  C12 1.113
23 H -0.9275 0.3599 1.6455  C9 1.055
24 H -0.1948 0.9276 -1.9235  C7 1.066
25 H 0.5503 1.3895 2.0273  C9 1.042
26 H 0.5804 -2.7841 -1.5314  P1 1.498
27 H -1.6390 0.3694 -1.0173  C7 1.072
28 H -1.2252 -1.3130 1.2496  C11 1.085